[1]
{
  "formula": "H24HeO12",
  "method": "ωB97M-V/def2-TZVPD",
  "symbols": ["O", "O", "O", "O", "O", "O", "O", "O", "O", "O", "O", "O", "He", "H", "H", "H", "H", "H", "H", "H", "H", "H", "H", "H", "H", "H", "H", "H", "H", "H", "H", "H", "H", "H", "H", "H", "H"],
  "coordinates": [[-2.07058, 1.23612, -2.04525], [3.35244, 1.27894, 0.77619], [-1.18019, 2.13452, 1.04030], [1.06215, 1.37376, 2.74390], [0.80898, 1.19323, -2.46942], [-0.18213, -1.67988, -3.50403], [-3.23425, -2.20831, -0.42834], [1.43367, 3.33895, -0.27844], [2.23726, -1.61636, -1.30386], [-0.21528, -1.46948, 2.56675], [1.50381, -2.80898, 1.12561], [-3.45721, 0.22696, 1.14234], [0.05985, 0.18474, -0.10105], [0.01215, -1.17227, -2.71611], [0.75851, 2.73322, 0.02731], [1.12537, 3.62839, -1.13716], [-4.28103, -0.22550, 1.32347], [1.63948, -2.44804, 0.24951], [1.69687, 1.50791, -2.29955], [3.16761, 0.61540, 1.44086], [-4.18808, -2.28503, -0.45205], [2.70546, -1.06340, -1.92935], [-3.20481, 0.61121, 1.98190], [-1.99702, 2.12363, 1.53920], [2.30159, -2.49896, -1.66870], [2.49566, 1.49520, 0.40823], [-0.30533, -1.87580, 3.42874], [0.44659, -1.99765, 2.12043], [-0.51860, 1.81950, 1.65617], [-1.13449, 1.38764, -2.17565], [-3.06214, -1.56700, 0.26111], [0.81677, 0.93943, -3.39233], [2.14592, -3.51534, 1.19623], [0.53893, 0.57268, 2.77120], [-2.13143, 0.84641, -1.17310], [1.96837, 1.06744, 2.70949], [-1.11489, -1.88327, -3.43455]],
  "total_charge": 0,
  "e_lumo_ev": 0.0747,
  "de_lowest_kcal_mol": 34.51
}


[2]
{
  "formula": "C17H31IIrNS4Si",
  "method": "ωB97M-V/def2-TZVPD",
  "symbols": ["Ir", "I", "S", "S", "S", "S", "Si", "N", "C", "C", "C", "C", "C", "C", "C", "C", "C", "C", "C", "C", "C", "C", "C", "C", "C", "H", "H", "H", "H", "H", "H", "H", "H", "H", "H", "H", "H", "H", "H", "H", "H", "H", "H", "H", "H", "H", "H", "H", "H", "H", "H", "H", "H", "H", "H", "H"],
  "coordinates": [[-0.21722, 0.57021, -0.03548], [-5.41869, -0.47347, -2.74220], [0.04279, 0.76408, -2.40078], [1.97578, -0.18448, -0.06821], [0.07358, 0.73205, 2.32856], [-0.17928, 2.86667, 0.00326], [0.39738, -3.44045, 0.17900], [-2.32606, 0.81387, -0.05426], [1.34461, -3.50239, -1.42128], [-5.10091, 0.93475, -0.05983], [-2.99211, 1.38819, 0.96264], [-4.42195, 0.34242, -1.12040], [-3.03856, 0.30308, -1.07732], [2.75081, 0.63117, -1.48607], [-0.01962, 2.57434, -2.64565], [2.75563, 0.36948, 1.47316], [1.81776, 0.37113, -2.66348], [0.62111, 3.39255, -1.53580], [-0.98763, -4.67978, 0.26484], [0.34653, 2.53190, 2.58670], [1.75673, 0.06750, 2.58004], [-0.62293, -1.81150, 0.17646], [1.51157, -3.51110, 1.67494], [-4.36883, 1.46345, 0.99135], [0.89391, 3.29865, 1.38957], [1.60421, -1.00692, 2.69008], [1.93458, -4.51572, 1.75476], [2.91909, 1.68511, -1.28148], [0.68157, -3.37948, -2.28151], [0.96814, -3.32873, 2.60483], [-2.40483, 1.79694, 1.77241], [2.10342, 0.44993, 3.54099], [-1.65450, -4.62050, -0.59612], [0.80467, 4.37291, 1.56198], [-6.18216, 0.98256, -0.05555], [1.00734, 2.62319, 3.44959], [-4.86094, 1.93050, 1.83317], [-1.36496, -1.66488, 0.96168], [-0.62383, 2.92705, 2.89026], [2.13774, -2.75241, -1.46540], [1.81789, -0.68684, -2.93168], [-0.54528, -5.68019, 0.26707], [3.65851, -0.22577, 1.61807], [2.12987, 0.92890, -3.54758], [-0.98466, -1.54501, -0.82865], [0.44609, 2.77898, -3.61060], [1.92790, 3.06408, 1.15297], [0.39192, 4.45154, -1.66842], [3.71287, 0.15033, -1.67032], [1.82766, -4.47516, -1.53587], [-1.57698, -4.57771, 1.17679], [3.03748, 1.41758, 1.41781], [-2.48807, -0.15206, -1.88924], [2.36489, -2.83301, 1.59170], [-1.08362, 2.79972, -2.74369], [1.69957, 3.27278, -1.47781]],
  "total_charge": 3,
  "multiplicity": 2,
  "e_lumo_ev": [-9.7072, -12.0358],
  "de_lowest_kcal_mol": 0.00
}


[3]
{
  "formula": "C4H5NO2",
  "method": "ωB97M-V/def2-TZVPD",
  "symbols": ["O", "O", "N", "C", "C", "C", "C", "H", "H", "H", "H", "H"],
  "coordinates": [[-1.64860, 0.31473, 2.01958], [-0.69048, 0.12058, -1.88976], [1.19406, -0.11268, 0.51864], [-0.29584, 0.99156, -1.14786], [0.00829, 0.73171, 0.31932], [-1.17309, 0.00151, 0.96148], [1.22612, -1.25098, -0.04223], [-1.53225, -0.87355, 0.38093], [2.08979, -1.88467, 0.16147], [0.46111, -1.64070, -0.72069], [0.16916, 1.66906, 0.85709], [-0.13985, 2.02523, -1.51525]],
  "total_charge": 0,
  "e_lumo_ev": 0.1337,
  "de_lowest_kcal_mol": 50.03,
  "smiles": "C=NC(C=O)C=O"
}